{
  "formula": "C35H34Cl34F4O2",
  "method": "ωB97M-V/def2-TZVPD",
  "energy_ev": -477575.210,
  "total_charge": 0,
  "lumo_energy_ev": -0.7,
  "symbols": ["C", "C", "C", "C", "C", "C", "C", "Cl", "C", "C", "C", "C", "F", "F", "F", "C", "C", "C", "O", "C", "C", "C", "C", "C", "C", "C", "F", "C", "C", "C", "O", "H", "H", "H", "H", "H", "H", "H", "H", "H", "H", "H", "H", "H", "H", "H", "H", "H", "H", "H", "H", "H", "H", "H", "C", "Cl", "Cl", "Cl", "H", "C", "Cl", "Cl", "Cl", "H", "C", "Cl", "Cl", "Cl", "H", "C", "Cl", "Cl", "Cl", "H", "C", "Cl", "Cl", "Cl", "H", "C", "Cl", "Cl", "Cl", "H", "C", "Cl", "Cl", "Cl", "H", "C", "Cl", "Cl", "Cl", "H", "C", "Cl", "Cl", "Cl", "H", "C", "Cl", "Cl", "Cl", "H", "C", "Cl", "Cl", "Cl", "H"],
  "positions_angstrom": [[-5.18, 0.06, -0.18], [-4.19, 1.20, -0.48], [-4.94, 2.32, -1.21], [-3.01, 0.84, -1.39], [-2.24, -0.40, -1.00], [-2.70, -1.66, -1.38], [-2.01, -2.82, -1.06], [-2.73, -4.32, -1.55], [-0.79, -2.81, -0.37], [-0.05, -4.09, -0.09], [0.40, -4.77, -1.42], [1.87, -5.05, -1.48], [2.60, -3.93, -1.68], [2.16, -5.89, -2.49], [2.34, -5.63, -0.36], [-0.32, -1.54, 0.03], [-1.03, -0.37, -0.28], [-0.44, 0.93, 0.17], [-1.09, 1.86, 0.58], [1.05, 0.98, 0.12], [1.73, 2.15, -0.22], [3.12, 2.14, -0.24], [3.84, 0.98, 0.10], [5.34, 1.02, 0.09], [5.93, 1.78, 1.27], [7.39, 1.42, 1.43], [5.21, 1.47, 2.43], [3.15, -0.18, 0.44], [1.75, -0.18, 0.44], [0.97, -1.40, 0.77], [1.36, -2.19, 1.59], [-6.19, 0.46, -0.22], [-5.14, -0.74, -0.91], [-5.05, -0.32, 0.83], [-3.81, 1.58, 0.47], [-5.48, 1.89, -2.05], [-4.24, 3.04, -1.64], [-5.65, 2.83, -0.57], [-3.34, 0.72, -2.42], [-2.34, 1.69, -1.37], [-3.62, -1.75, -1.93], [0.80, -3.95, 0.57], [-0.73, -4.78, 0.39], [-0.13, -5.70, -1.56], [0.14, -4.12, -2.25], [1.17, 3.04, -0.48], [3.64, 3.04, -0.53], [5.63, 1.59, -0.80], [5.78, 0.03, -0.01], [5.84, 2.86, 1.10], [7.47, 0.35, 1.62], [7.89, 1.65, 0.49], [7.86, 1.98, 2.24], [3.68, -1.08, 0.70], [7.42, 3.33, 5.91], [6.35, 4.04, 7.11], [6.52, 2.44, 4.68], [8.41, 4.57, 5.13], [8.09, 2.64, 6.42], [-9.38, 2.79, -2.03], [-8.48, 1.33, -2.43], [-8.69, 3.58, -0.61], [-9.43, 3.89, -3.41], [-10.40, 2.51, -1.79], [-0.37, -6.74, 3.12], [-1.38, -8.03, 3.79], [-0.06, -7.04, 1.40], [-1.13, -5.17, 3.37], [0.58, -6.75, 3.63], [9.78, 4.81, 0.46], [8.51, 5.56, -0.51], [11.28, 5.73, 0.35], [9.26, 4.64, 2.14], [9.96, 3.82, 0.07], [-4.89, 2.27, 3.68], [-5.79, 2.73, 2.23], [-4.20, 0.65, 3.50], [-3.64, 3.45, 4.04], [-5.58, 2.24, 4.51], [4.95, 2.17, -4.01], [3.46, 2.99, -4.46], [5.85, 3.14, -2.82], [4.62, 0.56, -3.40], [5.57, 2.08, -4.89], [-6.57, -0.95, -5.55], [-5.76, -1.10, -7.11], [-5.41, -1.13, -4.23], [-7.44, 0.57, -5.41], [-7.29, -1.76, -5.47], [3.57, -5.63, 2.26], [5.31, -5.43, 2.09], [3.19, -6.64, 3.66], [2.76, -4.07, 2.42], [3.20, -6.12, 1.38], [2.89, -4.11, 6.99], [1.42, -4.44, 6.07], [3.17, -5.36, 8.20], [4.25, -3.97, 5.88], [2.77, -3.16, 7.50], [1.38, 3.95, -7.85], [1.42, 5.44, -8.79], [0.81, 4.25, -6.21], [0.38, 2.73, -8.65], [2.38, 3.56, -7.79], [-13.53, 2.50, 0.24], [-12.83, 2.42, -1.38], [-12.30, 2.24, 1.47], [-14.35, 4.04, 0.48], [-14.27, 1.71, 0.32]],
  "mulliken_charge": [-1.02, 1.53, -1.29, -1.95, 0.97, -0.21, 0.41, -0.27, -0.09, 0.27, -0.91, 0.73, -0.27, -0.32, -0.31, 0.04, 0.16, -0.38, -0.59, 0.64, -1.11, -0.60, 0.82, -1.02, 0.83, -1.36, -0.33, -0.58, 0.33, -0.71, -0.71, 0.36, 0.21, 0.19, 0.08, 0.31, 0.41, 0.08, 0.65, 0.57, 0.10, -0.28, 0.39, 0.33, 0.48, 0.57, 0.52, -0.25, 0.50, 0.19, 0.37, 0.32, 0.25, 0.72, -0.01, -0.13, -0.02, -0.13, 0.31, 0.66, -0.10, -0.12, -0.14, -0.32, 0.56, -0.14, -0.07, -0.11, -0.24, 0.06, -0.13, -0.13, -0.06, 0.25, -0.12, -0.05, -0.10, -0.12, 0.37, -0.13, -0.08, -0.08, -0.08, 0.39, -0.07, -0.13, -0.04, -0.09, 0.32, 0.48, -0.16, -0.13, 0.09, -0.01, -0.06, -0.05, -0.13, -0.08, 0.33, 0.13, -0.12, -0.12, -0.11, 0.22, 0.05, -0.14, -0.11, -0.12, 0.30]
}


{
  "formula": "C35H34ClNOSi2Sn",
  "method": "ωB97M-V/def2-TZVPD",
  "energy_ev": -74489.516,
  "total_charge": 0,
  "relative_energy_kcal_mol": 39.7,
  "lumo_energy_ev": [-0.6, -1.4],
  "symbols": ["C", "C", "C", "H", "C", "C", "H", "H", "H", "H", "Sn", "Si", "C", "C", "H", "C", "H", "C", "H", "C", "H", "C", "H", "C", "C", "H", "C", "H", "C", "H", "C", "H", "C", "H", "H", "Si", "C", "C", "H", "C", "H", "C", "H", "C", "H", "C", "H", "C", "C", "H", "C", "H", "C", "H", "C", "H", "C", "H", "H", "Cl", "O", "C", "C", "C", "C", "C", "C", "N", "H", "H", "H", "H", "H", "H", "H"],
  "positions_angstrom": [[-2.98, -0.99, 4.60], [-4.27, -1.02, 3.97], [-4.16, -1.86, 2.83], [-5.16, -0.49, 4.32], [-2.81, -2.31, 2.73], [-2.09, -1.76, 3.82], [-1.02, -1.89, 4.01], [-2.72, -0.49, 5.53], [-4.94, -2.05, 2.09], [-2.38, -2.90, 1.90], [-2.46, -0.58, -0.12], [-2.06, -0.56, -2.49], [-1.29, 0.99, -3.15], [0.06, 0.90, -3.52], [0.68, 0.05, -3.20], [0.60, 1.83, -4.41], [1.64, 1.70, -4.73], [-0.12, 2.95, -4.82], [0.34, 3.70, -5.46], [-1.44, 3.07, -4.36], [-2.00, 3.97, -4.64], [-2.03, 2.11, -3.54], [-3.08, 2.21, -3.23], [-1.39, -1.74, -3.80], [-1.97, -1.74, -5.09], [-2.97, -1.33, -5.27], [-1.23, -2.19, -6.20], [-1.68, -2.16, -7.20], [0.07, -2.69, -6.07], [0.65, -3.02, -6.94], [0.61, -2.76, -4.78], [1.61, -3.17, -4.63], [-0.12, -2.33, -3.66], [0.34, -2.43, -2.67], [-3.56, -0.53, -2.53], [3.33, 0.04, -0.57], [2.29, -1.48, -0.22], [0.91, -1.38, -0.40], [0.47, -0.42, -0.68], [0.11, -2.51, -0.35], [-0.98, -2.43, -0.56], [0.66, -3.77, -0.14], [0.00, -4.63, -0.19], [2.03, -3.88, 0.11], [2.44, -4.88, 0.30], [2.84, -2.73, 0.11], [3.90, -2.82, 0.32], [2.23, 1.54, -0.49], [1.07, 1.67, 0.29], [0.90, 1.01, 1.14], [0.08, 2.58, -0.13], [-0.92, 2.60, 0.32], [0.37, 3.51, -1.13], [-0.39, 4.23, -1.45], [1.63, 3.54, -1.74], [1.87, 4.30, -2.50], [2.57, 2.55, -1.41], [3.55, 2.52, -1.90], [3.81, -0.08, -1.88], [4.96, 0.17, 0.69], [0.61, -0.48, 3.42], [1.47, -0.23, 4.53], [0.96, 0.95, 5.32], [1.76, 1.39, 6.40], [1.41, 2.59, 7.03], [0.24, 3.24, 6.61], [-0.55, 2.63, 5.60], [-0.19, 1.52, 4.97], [0.80, -1.35, 3.07], [1.55, -1.09, 5.21], [2.47, 0.02, 4.14], [2.63, 0.79, 6.67], [2.04, 3.00, 7.82], [-0.08, 4.20, 7.04], [-1.51, 3.08, 5.32]],
  "mulliken_charge": [-0.49, -0.56, -0.57, 0.39, -0.65, -0.09, 0.38, 0.45, 0.48, 0.64, 0.43, 0.41, 1.19, -0.08, 0.03, -0.86, 0.37, -0.47, 0.42, -0.60, 0.36, -0.71, 0.35, 0.34, -0.66, 0.31, -0.44, 0.36, -0.57, 0.38, -0.58, 0.41, 0.10, 0.19, -0.38, -0.03, 0.29, 2.13, -0.59, -0.98, 0.05, -1.04, 0.48, -0.83, 0.39, -0.57, 0.40, 0.69, -0.60, 0.72, -0.46, 0.58, -0.34, 0.40, -0.51, 0.38, -0.73, 0.31, -0.17, -0.33, -0.23, -0.66, 0.66, -0.81, -0.29, -0.46, -0.25, -0.27, 0.14, 0.38, 0.34, 0.38, 0.37, 0.36, 0.40]
}